No. 1
13
Properties=species:S:1:pos:R:3:forces:R:3:mulliken_charge:R:1 method="wB97M-V/def2-TZVPD" orbital_gap_ev=10.34 smiles="CNC(=O)CO" e_tot_ha=-323.73981 spin_multiplicity=1 lumo_ev=0.740
C 2.047749 0.039648 -0.072064 0.203 0.080 -0.006 -0.840
N 0.647130 0.143156 -0.426952 -0.205 0.132 -0.045 -0.159
C -0.268786 0.405278 0.545148 0.134 -0.059 0.255 0.553
O 0.003776 1.024879 1.560789 -0.206 -0.506 -0.243 -0.604
C -1.579709 -0.357247 0.344907 -0.025 -0.102 0.297 -0.413
O -2.098509 -0.280508 -0.970558 -0.125 0.222 -0.044 -0.533
H 2.533855 1.015414 0.025654 -0.021 -0.154 -0.095 0.250
H 2.133688 -0.476952 0.893508 0.000 0.180 -0.202 0.268
H 2.556117 -0.568146 -0.824563 -0.010 0.216 0.061 0.343
H 0.301575 -0.130501 -1.335545 0.145 -0.270 0.270 0.284
H -2.302334 -0.107748 1.125595 0.014 0.311 -0.173 0.319
H -1.313834 -1.408872 0.509566 -0.054 0.119 -0.068 0.207
H -2.600079 0.541168 -1.053617 0.150 -0.169 -0.007 0.327

***

No. 2
13
Properties=species:S:1:pos:R:3:forces:R:3:mulliken_charge:R:1 method="wB97M-V/def2-TZVPD" orbital_gap_ev=8.68 e_tot_ha=-323.67019 spin_multiplicity=1 lumo_ev=0.837
C -1.766698 1.139427 -0.495163 -0.238 -0.008 -0.056 -0.637
O -0.379580 0.844706 -0.341929 0.158 -0.253 -0.105 -0.353
C -0.013070 -0.213499 0.375515 0.587 -0.043 -0.127 0.464
O -0.968431 -0.948516 0.993624 0.204 -0.085 0.176 -0.528
C 1.238268 -0.713789 0.522298 0.168 0.560 0.154 -0.451
N 2.334078 -0.573441 -0.357383 0.166 0.467 -0.252 -0.566
H -1.821000 1.875182 -1.299793 -0.024 -0.157 0.129 0.218
H -2.175367 1.574907 0.423488 0.116 -0.120 -0.135 0.283
H -2.332732 0.243140 -0.754982 0.030 0.092 0.000 0.318
H -0.358800 -1.726540 1.040963 -1.412 -0.079 0.620 0.404
H 1.452842 -1.065996 1.533339 -0.122 -0.634 -0.338 0.336
H 2.060481 -0.790551 -1.308743 0.124 0.140 0.101 0.257
H 2.730009 0.354969 -0.331234 0.243 0.119 -0.166 0.253

***

No. 3
13
Properties=species:S:1:pos:R:3:forces:R:3:mulliken_charge:R:1 method="wB97M-V/def2-TZVPD" orbital_gap_ev=11.01 smiles="NC(=O)CCO" e_tot_ha=-323.75794 spin_multiplicity=1 lumo_ev=0.841
N -1.821390 -0.880331 -0.396467 0.022 -0.139 -0.020 -0.412
C -0.641650 -0.296112 -0.731965 0.028 0.034 -0.107 0.486
O -0.013950 -0.628623 -1.729447 -0.190 0.093 0.253 -0.673
C -0.150842 0.810294 0.179565 -0.045 0.013 0.009 -0.338
C 1.300790 0.534411 0.659793 -0.005 0.307 0.147 -0.359
O 1.739255 -0.775560 0.400540 0.050 -0.082 -0.184 -0.541
H -2.235875 -0.751981 0.512082 0.111 0.053 -0.146 0.207
H -2.090675 -1.695070 -0.927146 -0.008 0.092 0.029 0.240
H -0.827950 0.946379 1.026946 0.058 -0.031 -0.073 0.273
H -0.179181 1.728827 -0.416951 -0.009 -0.119 0.113 0.253
H 1.974846 1.283717 0.224599 -0.030 -0.169 -0.061 0.232
H 1.358440 0.660316 1.744227 -0.076 0.002 -0.123 0.292
H 1.588183 -0.936269 -0.545773 0.094 -0.053 0.162 0.342

***

No. 4
13
Properties=species:S:1:pos:R:3:forces:R:3:mulliken_charge:R:1 method="wB97M-V/def2-TZVPD" orbital_gap_ev=10.41 smiles="NC(=O)CCO" e_tot_ha=-323.73288 spin_multiplicity=1 lumo_ev=0.605
N 1.430798 0.275179 1.344579 -0.045 -0.059 0.009 -0.662
C 1.158351 -0.643554 0.274288 0.185 -0.205 -0.319 0.363
O 2.039936 -1.123902 -0.392116 -0.361 0.238 0.305 -0.473
C -0.308558 -0.911205 -0.044596 -0.051 -0.067 0.021 -0.485
C -0.864272 0.228742 -0.895054 0.015 -0.308 -0.205 -0.400
O -0.859793 1.411467 -0.106757 -0.066 0.290 -0.159 -0.524
H 0.957610 1.143481 1.080574 0.104 -0.059 0.098 0.351
H 0.907251 -0.041243 2.160035 0.049 0.067 -0.016 0.300
H -0.905143 -0.984404 0.872147 0.095 0.003 -0.113 0.286
H -0.387170 -1.848952 -0.601292 0.034 0.141 0.045 0.304
H -0.235722 0.350790 -1.788983 -0.107 -0.007 0.126 0.337
H -1.883682 -0.019443 -1.222446 0.149 0.050 0.085 0.301
H -1.049607 2.163045 -0.680379 -0.003 -0.085 0.124 0.304

***

No. 5
13
Properties=species:S:1:pos:R:3:forces:R:3:mulliken_charge:R:1 method="wB97M-V/def2-TZVPD" orbital_gap_ev=10.08 e_tot_ha=-323.62006 spin_multiplicity=1 lumo_ev=0.834
C -2.474057 -0.251805 -0.082047 2.116 -1.079 -2.329 -0.594
C 0.786162 0.935023 -0.143311 4.476 0.079 2.108 0.042
C 1.695858 -0.164047 0.464736 -1.377 0.566 -2.049 -0.323
H -2.660169 0.772068 -0.212456 -0.296 1.361 -0.321 0.343
H -2.923491 -0.557267 0.811593 -0.223 -0.818 1.469 0.270
H -2.876866 -0.824147 -0.963060 0.507 0.439 0.950 0.209
H 1.443444 1.842632 -0.282704 -1.690 -0.324 -0.037 0.291
H 1.844726 0.137506 1.509078 0.668 -0.162 -0.352 0.249
H 1.068813 -1.029939 0.413091 0.135 -0.931 0.476 0.280
H 2.648098 -1.058755 -0.972200 0.560 1.356 1.008 0.335
N -0.446694 0.902703 -0.101107 -2.243 0.597 -1.706 -0.405
O -0.967847 -0.397821 -0.090256 -2.226 0.279 0.978 -0.179
O 2.862024 -0.306149 -0.351362 -0.409 -1.363 -0.195 -0.516

***

No. 6
13
Properties=species:S:1:pos:R:3:forces:R:3:mulliken_charge:R:1 method="wB97M-V/def2-TZVPD" orbital_gap_ev=10.63 smiles="C=CN.O=CO" e_tot_ha=-323.68559 spin_multiplicity=1 lumo_ev=0.906
C 1.606304 0.075563 0.128248 -0.689 -0.031 -1.463 0.117
C 0.897098 -0.785317 0.876341 1.144 1.314 -2.457 -0.793
N 1.252638 0.505972 -1.270433 0.667 -0.281 0.796 -0.585
H 2.507585 0.568103 0.476719 0.098 -0.350 0.419 0.332
H 1.367579 -1.135801 1.728898 0.475 -0.372 1.937 0.268
H -0.015213 -1.249860 0.583745 -0.293 -0.218 -0.195 0.206
H 1.228317 1.539008 -1.249606 0.061 -0.788 -0.322 0.233
H -1.139286 -0.395122 -0.784077 0.017 1.100 -0.021 0.291
H 1.998966 0.217987 -1.965063 -1.073 0.484 1.389 0.258
O -1.697631 0.418658 -0.734626 -1.581 -0.440 1.901 -0.433
C -2.430090 0.248799 0.440010 1.281 -4.339 0.433 0.226
O -2.114238 -0.630957 1.269202 -0.755 2.824 -2.048 -0.483
H -3.462028 0.622966 0.500646 0.647 1.098 -0.368 0.364

***

No. 7
13
Properties=species:S:1:pos:R:3:forces:R:3:mulliken_charge:R:1 method="wB97M-V/def2-TZVPD" orbital_gap_ev=10.43 smiles="C[C@H](N)C(=O)O" e_tot_ha=-323.74403 spin_multiplicity=1 lumo_ev=0.742
C 0.518599 0.337354 -0.037415 -2.926 0.548 -2.729 0.296
C 0.351844 -0.901049 0.775823 -0.725 -1.351 -3.507 0.485
C -0.663196 1.270357 0.352495 0.650 0.133 0.620 -1.349
H 0.984168 -0.692200 -1.729170 -0.386 0.227 -0.639 0.295
H -0.446353 0.111831 -1.924153 -0.782 -0.335 0.016 0.258
H 1.422392 0.747925 0.279884 1.588 1.021 0.192 0.309
H -0.511418 2.290758 0.027345 0.285 0.140 -0.378 0.341
H -1.637585 0.962927 -0.030934 0.188 -0.376 0.008 0.368
H -0.696317 1.326663 1.440119 -0.248 -0.106 0.047 0.358
H -0.252551 -2.643286 0.520259 -0.802 -2.281 1.855 0.310
N 0.486994 0.186658 -1.589322 2.073 -0.075 3.019 -0.686
O 0.365187 -1.018408 1.933000 0.283 0.330 3.534 -0.522
O 0.078236 -1.979533 -0.017932 0.804 2.125 -2.038 -0.463

***

No. 8
13
Properties=species:S:1:pos:R:3:forces:R:3:mulliken_charge:R:1 method="wB97M-V/def2-TZVPD" orbital_gap_ev=5.37 e_tot_ha=-323.46795 spin_multiplicity=1 lumo_ev=-3.414
O 1.195254 -0.623631 -0.263340 -0.602 3.244 -0.155 -0.421
C 0.323054 0.365824 -0.188235 1.161 -4.410 -0.285 0.344
C -0.918146 0.290380 0.224318 -0.134 1.968 -0.911 -0.387
C -1.331374 -1.132507 0.505912 0.351 -2.089 -1.003 -0.231
O -0.322658 -1.800881 1.108507 0.201 0.377 1.111 -0.689
N 0.895390 2.701934 -1.093367 0.567 -0.797 2.588 -0.653
H 0.752623 1.410726 -0.563446 0.181 3.756 -2.440 0.226
H -1.501671 1.194185 0.092176 -0.479 -0.337 0.764 0.361
H -1.511540 -1.770283 -0.384881 -0.678 0.955 -0.447 0.228
H -2.327490 -1.050703 0.989023 0.519 0.028 0.616 0.310
H 0.891769 -1.168125 0.542303 -0.932 -1.665 1.218 0.444
H 0.216921 3.083180 -1.743735 0.115 -0.960 -0.458 0.212
H 1.872732 2.691330 -1.365186 -0.270 -0.069 -0.597 0.255

***

No. 9
13
Properties=species:S:1:pos:R:3:forces:R:3:mulliken_charge:R:1 method="wB97M-V/def2-TZVPD" orbital_gap_ev=10.43 smiles="CCN(O)C=O" e_tot_ha=-323.69103 spin_multiplicity=1 lumo_ev=0.673
C 0.324344 0.455162 0.710600 -0.102 0.333 0.000 -0.346
C -1.076430 1.026821 0.553117 -0.353 -0.022 -0.026 -1.058
N 0.572500 -0.675681 -0.171919 -0.018 0.326 -0.310 0.079
C 0.768894 -0.522670 -1.524638 0.244 0.614 -0.581 0.022
O -0.137182 -1.838478 0.198747 0.865 0.004 0.044 -0.398
O 1.080551 0.517174 -2.092286 -0.347 -0.945 1.020 -0.551
H 0.562477 -2.364130 0.629919 -0.574 0.046 -0.156 0.357
H 0.666663 -1.475220 -2.070898 -0.083 0.017 0.190 0.375
H 0.484903 0.120911 1.740966 0.079 -0.010 -0.204 0.297
H 1.059858 1.234070 0.481647 -0.003 -0.322 -0.056 0.298
H -1.836812 0.275329 0.789608 0.131 0.089 0.011 0.295
H -1.216638 1.877699 1.226769 0.024 -0.108 -0.078 0.337
H -1.253130 1.369013 -0.471633 0.134 -0.022 0.143 0.295

***

No. 10
13
Properties=species:S:1:pos:R:3:forces:R:3:mulliken_charge:R:1 method="wB97M-V/def2-TZVPD" orbital_gap_ev=9.05 smiles="C=CO.NC=O" e_tot_ha=-323.65026 spin_multiplicity=1 lumo_ev=0.794
C 2.379784 1.283251 -1.817472 0.447 -0.353 2.799 -0.758
C 2.828221 0.224705 -1.021423 -2.122 1.619 -2.255 0.084
O 2.117448 -0.263267 0.056118 1.019 2.859 1.046 -0.445
H 2.299492 1.134512 -2.851202 1.438 0.130 -1.575 0.222
H 1.971792 2.273354 -1.502389 -0.546 -1.438 0.358 0.251
H 3.702151 -0.314826 -1.397743 -0.887 -0.878 0.325 0.322
H 1.624221 0.558821 0.407019 0.641 -1.936 -0.698 0.325
C -2.320849 -0.710159 1.001989 2.968 0.906 -1.062 0.194
N -3.337082 -0.795726 1.868343 -1.868 -1.625 2.000 -0.420
O -2.424936 -0.379363 -0.150559 -0.421 0.189 -0.530 -0.495
H -1.205833 -0.765802 1.379972 -2.072 -0.587 0.205 0.208
H -4.299337 -0.615726 1.537723 1.103 -0.109 -0.251 0.261
H -3.335070 -1.629775 2.489629 0.300 1.225 -0.361 0.253

***

No. 11
13
Properties=species:S:1:pos:R:3:forces:R:3:mulliken_charge:R:1 method="wB97M-V/def2-TZVPD" orbital_gap_ev="8.77 / 7.99" s2=2.01 e_tot_ha=-323.42043 spin_multiplicity=3 lumo_ev="0.899 / -1.374"
C 0.329005 -0.138293 1.357157 2.590 -0.186 1.691 -0.452
C -0.171523 -1.249721 0.444066 0.417 0.246 -1.952 -0.301
C -0.435051 0.831465 0.376619 -0.611 -3.351 3.256 -0.341
N -0.944838 -0.335400 -0.348963 -1.348 1.527 1.715 -0.341
O 0.666837 0.839724 -2.171659 0.638 -0.016 0.395 -0.321
O 0.008960 -0.350823 -2.075725 0.918 1.074 -3.396 -0.188
H 0.054561 -0.202401 2.478820 -0.153 0.106 -1.972 0.248
H 1.499755 -0.094845 1.418803 -2.062 0.360 -0.460 0.197
H 0.424675 -1.684453 -0.441311 0.130 0.009 2.129 0.291
H -0.777032 -1.958590 0.907440 -0.852 -1.726 0.734 0.277
H -1.125303 1.448895 0.873613 -1.331 0.776 0.401 0.352
H 0.252241 1.383032 -0.093403 2.174 2.202 -2.338 0.235
H 0.217712 1.511411 -2.725456 -0.511 -1.020 -0.203 0.345

***

No. 12
13
Properties=species:S:1:pos:R:3:forces:R:3:mulliken_charge:R:1 method="wB97M-V/def2-TZVPD" orbital_gap_ev="10.26 / 6.52" s2=0.76 e_tot_ha=-323.42251 charge=+1 spin_multiplicity=2 lumo_ev="-4.375 / -8.118"
O 0.405736 1.233171 -1.306571 -0.055 -0.814 0.310 -0.477
C 1.375215 1.442388 -0.629037 0.026 1.514 0.043 0.217
O 1.387643 1.517530 0.711528 0.536 -0.541 -0.413 -0.368
H 2.339888 1.786814 -1.011940 0.102 -0.292 -0.127 0.361
C -1.073792 -1.220546 -0.040833 0.354 1.203 -0.978 0.348
C -0.473129 -2.476586 0.031786 -0.283 0.015 0.714 -0.731
N -1.543207 -0.541830 0.992374 -0.781 -1.821 0.050 -0.276
H -1.108407 -0.657152 -0.970196 -0.102 -0.296 -0.163 0.450
H -0.174904 -3.014311 -0.855156 0.101 0.086 -0.014 0.315
H -0.403760 -2.937470 1.012135 0.199 -0.224 -0.160 0.273
H -2.325023 0.080914 0.810892 0.425 0.624 0.084 0.327
H -1.636908 -1.095417 1.840616 0.066 0.435 0.350 0.267
H 0.576180 1.129956 1.038700 -0.587 0.111 0.304 0.294